119
Properties=species:S:1:pos:R:3:forces:R:3:mulliken_charge:R:1 method="wB97M-V/def2-TZVPD" max_force_ev_per_a=2.5 e_above_lowest_kcal_mol=38.26 e_homo_ev=-13.56 e_tot_ha=-6703.32154 orbital_gap_ev=6.5 total_charge=+2
Ta -0.450793 -0.135221 -0.243428 -1.37 1.70 -1.28 0.07
C 4.586959 -0.019004 -4.143164 -0.02 0.03 0.05 -0.79
C 4.911301 -0.137886 -2.799324 0.05 -0.06 -0.10 -0.79
C 4.019128 0.279342 -1.827598 -0.14 0.07 0.09 -0.69
C 2.807507 0.864686 -2.200961 -0.38 -0.22 0.08 1.05
C 2.487946 0.980828 -3.553698 0.02 0.09 0.10 -0.73
C 3.371768 0.533200 -4.519556 0.04 -0.02 -0.02 -0.58
P 1.647113 1.417362 -0.902772 0.27 0.17 0.93 1.57
C 0.925752 3.001036 -1.426952 -0.13 -0.35 0.01 1.44
C -0.021780 2.940048 -2.453152 0.10 0.04 -0.07 -0.79
C -0.647396 4.090899 -2.890590 0.00 -0.08 -0.05 -0.79
C -0.332495 5.310240 -2.307800 0.08 0.00 0.07 -1.10
C 0.575390 5.367122 -1.264650 -0.03 0.05 -0.17 -1.04
C 1.191605 4.215831 -0.805328 0.16 -0.24 -0.04 -0.57
C 2.722283 1.672646 0.538098 -0.19 -0.11 -0.03 0.36
C 3.708273 2.658014 0.490531 0.04 -0.04 -0.03 -0.38
C 4.529991 2.870132 1.583300 -0.08 0.01 -0.11 -1.16
C 4.379440 2.087660 2.717941 0.01 -0.04 0.00 -0.87
C 3.434358 1.076768 2.743774 0.00 -0.07 0.04 -0.12
C 2.593874 0.840065 1.657450 -0.38 -0.32 -0.30 0.37
Si 1.284424 -0.556428 1.762901 0.32 -0.04 0.30 0.54
C 0.455295 -0.271646 3.452091 -0.16 0.12 -0.67 0.33
C 0.835323 -0.844691 4.663310 0.08 -0.12 -0.04 -0.20
C 0.245128 -0.438949 5.849617 0.14 -0.08 -0.04 -0.79
C -0.733748 0.543961 5.845867 -0.04 0.13 -0.06 -1.02
C -1.137249 1.108879 4.649166 0.02 0.08 0.14 -0.37
C -0.544470 0.701041 3.461825 0.13 -0.15 -0.30 -0.69
P -1.088700 1.380898 1.855165 0.12 0.36 1.89 1.95
C -0.569755 3.116285 2.019319 0.00 -0.07 -0.44 1.06
C 0.563413 3.398547 2.784462 -0.10 -0.17 -0.06 -0.46
C 1.001200 4.702976 2.911143 0.07 0.04 0.05 -0.90
C 0.302976 5.737758 2.308499 -0.03 -0.01 0.01 -0.84
C -0.824569 5.460782 1.555426 -0.05 0.01 0.14 -1.42
C -1.251096 4.154769 1.389435 -0.03 -0.02 -0.02 0.05
C -2.878585 1.220881 2.156924 0.17 -0.24 -0.46 0.68
C -3.772717 2.259089 2.375332 0.16 0.01 -0.14 0.06
C -5.099982 1.965846 2.650522 -0.03 -0.03 0.07 -0.83
C -5.527867 0.650932 2.721839 -0.01 -0.04 0.01 -0.82
C -4.634733 -0.388920 2.509497 -0.02 -0.12 -0.03 -0.79
C -3.314256 -0.104102 2.228626 0.16 0.08 -0.19 -0.80
C 1.968179 -2.322674 1.781500 -0.37 0.51 -0.33 0.79
C 3.081398 -2.683289 2.533385 0.10 0.06 0.08 -0.25
C 3.500050 -3.999352 2.619316 0.02 0.07 0.02 -0.99
C 2.841585 -4.973792 1.888610 -0.08 -0.01 -0.08 -1.08
C 1.773888 -4.622798 1.084663 -0.07 -0.13 0.03 -0.68
C 1.298407 -3.316274 1.064967 -0.13 0.25 0.11 -0.11
P -0.093065 -2.896484 -0.054246 0.34 -0.34 0.28 1.24
C 0.708516 -3.475804 -1.586467 -0.16 0.34 -0.07 0.80
C 1.931118 -2.863500 -1.873403 -0.02 -0.19 0.12 -0.57
C 2.619015 -3.197465 -3.021282 0.07 0.06 0.04 -0.44
C 2.085583 -4.130136 -3.899816 -0.05 -0.06 0.04 -0.96
C 0.876495 -4.739913 -3.613828 0.04 -0.09 -0.11 -0.88
C 0.181615 -4.420147 -2.458043 -0.02 0.20 0.20 -0.41
C -1.511977 -3.991063 0.289990 0.02 0.56 -0.04 1.11
C -1.412085 -5.376796 0.405126 0.08 0.08 -0.03 -0.31
C -2.548393 -6.139535 0.606649 0.02 -0.09 -0.02 -0.93
C -3.794108 -5.539498 0.676595 0.03 0.13 -0.03 -0.90
C -3.900040 -4.163039 0.561473 -0.16 -0.01 0.08 -1.18
C -2.768466 -3.392228 0.377379 0.18 0.04 0.06 -0.22
H 5.282110 -0.350500 -4.898400 0.09 -0.03 -0.07 0.44
H 5.866220 -0.549571 -2.505948 0.03 -0.06 0.02 0.46
H 4.280202 0.171291 -0.784412 0.02 0.00 0.05 0.37
H 1.562342 1.440356 -3.864228 -0.06 0.06 -0.03 0.41
H 3.117806 0.622931 -5.566791 -0.01 0.03 -0.01 0.53
H -0.290229 1.980578 -2.883965 -0.03 0.09 -0.06 0.16
H -1.385299 4.040061 -3.678032 -0.03 0.00 -0.07 0.48
H -0.807632 6.212301 -2.656937 -0.08 0.12 -0.04 0.44
H 0.799634 6.310463 -0.792106 0.02 0.09 0.03 0.56
H 1.858938 4.271763 0.041017 0.03 0.02 0.05 0.45
H 3.845454 3.244167 -0.407438 0.01 0.09 -0.04 0.68
H 5.285692 3.639372 1.545317 0.07 0.07 0.01 0.45
H 5.011897 2.259433 3.574228 0.08 -0.01 0.12 0.51
H 3.340222 0.464367 3.628803 0.00 -0.03 0.17 0.47
H 1.592946 -1.613548 4.679931 0.10 -0.14 0.05 0.61
H 0.552660 -0.886460 6.783115 0.02 -0.05 0.06 0.46
H -1.176459 0.870155 6.775114 -0.07 -0.01 0.06 0.46
H -1.905328 1.870066 4.635079 -0.08 0.03 0.06 0.56
H 1.089905 2.601058 3.289308 0.07 0.02 0.02 0.35
H 1.881515 4.910998 3.497259 0.12 0.05 0.11 0.51
H 0.632545 6.757247 2.431765 0.06 0.13 0.03 0.45
H -1.378054 6.262101 1.090406 -0.05 0.08 -0.06 0.51
H -2.104495 3.960999 0.758629 -0.02 -0.03 -0.03 0.13
H -3.441956 3.285292 2.340878 -0.03 0.05 -0.01 0.49
H -5.800772 2.768856 2.819109 -0.04 0.08 0.03 0.50
H -6.555157 0.426313 2.958121 -0.15 0.02 0.01 0.44
H -4.962271 -1.415568 2.578972 -0.05 -0.08 0.02 0.56
H -2.594048 -0.915302 2.100330 -0.09 0.00 0.12 0.55
H 3.629192 -1.916402 3.056109 0.17 0.10 0.17 0.48
H 4.346555 -4.263923 3.233519 0.10 0.00 0.06 0.48
H 3.164147 -6.002735 1.923356 0.09 -0.08 -0.01 0.46
H 1.333555 -5.372566 0.449537 0.02 -0.10 -0.04 0.45
H 2.336680 -2.125009 -1.187773 0.10 -0.07 -0.06 -0.10
H 3.566898 -2.726799 -3.228229 0.11 0.07 -0.07 0.53
H 2.611493 -4.379198 -4.806867 0.07 -0.06 -0.12 0.44
H 0.462580 -5.461921 -4.297830 -0.05 -0.11 -0.11 0.46
H -0.762478 -4.900665 -2.244666 -0.07 -0.07 0.03 0.62
H -0.459628 -5.872172 0.327229 0.00 -0.07 0.00 0.25
H -2.463285 -7.210913 0.697607 0.04 -0.11 0.00 0.48
H -4.679280 -6.141649 0.805656 -0.09 -0.06 0.05 0.44
H -4.869546 -3.694124 0.606005 -0.13 0.09 0.01 0.53
H -2.869719 -2.316563 0.264266 -0.03 -0.04 0.00 0.55
Br -2.579853 -2.631623 -2.826744 -0.25 0.06 -0.33 0.20
C -3.190547 -0.848489 -3.009555 0.07 -0.12 0.09 0.27
C -3.979282 -0.481581 -4.088681 0.03 0.00 0.02 -0.94
C -4.401148 0.838887 -4.167002 0.15 -0.16 0.16 -0.72
C -4.008984 1.724657 -3.172803 0.14 -0.15 0.17 -0.92
C -3.202301 1.249297 -2.146947 -0.14 0.20 -0.04 -0.19
N -2.795759 -0.019239 -2.059168 0.27 -0.14 0.37 0.16
C -2.735601 2.172541 -1.049946 -1.04 0.17 -0.63 -0.08
O -3.323679 3.205814 -0.826008 0.18 -0.17 -0.12 -0.64
O -1.694309 1.769910 -0.392220 1.67 -1.88 0.35 0.67
H -4.241378 -1.211266 -4.838985 -0.05 -0.03 -0.02 0.55
H -5.025493 1.151575 -4.991314 -0.01 0.08 -0.02 0.47
H -4.297868 2.764234 -3.161905 -0.07 0.04 -0.01 0.59
N 0.073609 -0.570543 -2.088455 -0.18 0.47 1.08 -0.33
C 0.103178 -0.965263 -3.214555 0.32 -0.22 -1.82 1.00
N 0.251503 -1.199681 -4.396374 0.33 0.92 1.55 -0.39
C -0.101901 -1.996317 -5.351312 -0.29 -0.44 -0.34 0.57
N -0.383702 -2.675384 -6.230727 -0.19 -0.44 -0.59 -0.54